{
  "formula": "C2H8O2",
  "method": "ωB97M-V with the def2-TZVPD basis set",
  "mol_weight_da": 64.08,
  "energy_ha": -231.42620,
  "gap_ev": 10.931,
  "species": ["C", "O", "H", "H", "H", "H", "C", "O", "H", "H", "H", "H"],
  "coordinates": [[-1.5953, -0.6651, -1.3122], [-0.2469, -0.5921, -1.7840], [-1.7169, -1.4166, -0.5328], [-2.2616, -0.7475, -2.1570], [-1.7837, 0.2749, -0.7824], [0.2480, -1.3651, -1.5308], [1.1349, 0.7569, 2.1611], [0.6582, 0.5337, 0.8321], [0.3912, 0.4893, 2.8951], [2.1173, 0.2931, 2.2827], [1.1535, 1.8704, 2.2320], [1.3541, 0.6713, 0.1610]],
  "forces_ev_per_a": [[0.913, 0.835, 0.782], [-0.156, 0.257, -0.320], [-0.169, -0.379, -0.372], [-0.364, -0.350, -0.078], [-0.135, 0.015, -0.252], [-0.013, -0.357, 0.178], [0.202, 2.029, -1.391], [-0.175, -0.747, -0.304], [-0.133, -0.797, -0.030], [-0.217, 0.119, 0.513], [0.736, -0.593, 0.518], [-0.489, -0.032, 0.755]]
}

***

{
  "formula": "CH2NO3S",
  "method": "ωB97M-V with the def2-TZVPD basis set",
  "charge": -1,
  "mol_weight_da": 108.10,
  "energy_ha": -718.00234,
  "gap_ev": 9.303,
  "species": ["C", "N", "S", "O", "O", "O", "H", "H"],
  "coordinates": [[0.4894, 0.3307, -0.4605], [0.5040, -0.6802, -1.1670], [-0.8890, -0.4907, -2.4155], [-1.6496, 0.6393, -1.8140], [-1.6733, -1.6729, -2.6870], [-0.0175, -0.1105, -3.5034], [1.2949, 0.6223, 0.1894], [-0.3582, 0.9237, -0.4586]],
  "forces_ev_per_a": [[0.889, 0.257, 1.333], [-0.842, -2.000, -2.011], [0.440, 2.042, 0.934], [-0.030, -1.383, -1.059], [0.267, -0.421, 0.861], [0.019, 0.127, -0.566], [0.736, -0.313, 0.397], [-1.479, 1.692, 0.110]]
}

***

ΔE to the lowest compared entry with this formula, charge and spin (computed, eV): 0.983, 1.063
LUMO (computed, eV): 0.89, 4.22